Record 1
80
Properties=species:S:1:pos:R:3:lowdin_spin:R:1 method="wB97M-V/def2-TZVPD" homo_lumo_gap_ev="5.417 / 6.123" s2=9.371 total_charge=+1 lumo_energy_ev="-3.262 / -2.592" multiplicity=6
Dy -0.29621 0.36093 -0.02465 5.5151
C 2.42708 -0.77922 1.51220 -0.0005
C 1.96915 0.58276 1.64856 -0.0349
C 1.07436 -0.70660 3.34851 -0.0431
C 1.87799 -1.54827 2.56087 -0.0392
C 1.10229 0.59673 2.79179 -0.0019
C 3.54577 -1.22790 0.65561 0.0006
H 3.67165 -0.64208 -0.26399 0.0001
H 3.41941 -2.28015 0.34589 0.0001
H 4.51782 -1.17389 1.18539 0.0001
C 2.26766 -2.94212 2.87428 -0.0047
H 3.20042 -3.21115 2.37409 -0.0001
H 1.50917 -3.66906 2.57715 -0.0019
H 2.42483 -3.05045 3.94952 -0.0008
C 0.45568 -1.08832 4.63540 -0.0067
H 1.12882 -1.73516 5.21615 -0.0013
H -0.48021 -1.64039 4.49825 -0.0025
H 0.22782 -0.20901 5.24033 -0.0001
C 0.57377 1.79290 3.48232 0.0010
H 1.29108 2.17729 4.23303 0.0003
H -0.36126 1.58145 4.02959 0.0001
H 0.35567 2.62342 2.79831 0.0000
C 2.63275 1.80485 1.11441 -0.0019
H 3.36189 2.16713 1.85827 -0.0020
H 1.93896 2.63897 0.92894 -0.0003
H 3.19231 1.61477 0.19419 0.0001
C -1.23086 -0.30495 -3.25022 -0.0044
C 0.00029 0.15588 -4.10613 -0.0003
C 0.32661 1.64229 -4.27767 0.0003
C -0.17862 2.65554 -3.23747 0.0028
C -0.27586 2.11052 -1.75882 0.0124
C -1.72431 2.31975 -1.30348 0.0048
C -2.82561 1.56930 -2.13940 0.0006
C -2.42612 0.63119 -3.32311 -0.0013
H -0.06716 1.95806 -5.24894 0.0000
H -1.18406 2.99080 -3.51054 0.0002
H 1.41737 1.69857 -4.39784 0.0000
H -2.41852 1.22661 -4.26621 -0.0001
H -1.61640 -1.21821 -3.73467 -0.0021
H 0.13317 -0.43080 -5.05208 0.0000
H -3.32887 0.00798 -3.49972 0.0000
H -3.46698 0.97265 -1.46928 0.0002
H -1.91405 3.38528 -1.48299 0.0003
H -3.52821 2.32566 -2.57559 0.0001
H 0.49451 3.51783 -3.22262 0.0001
H 0.49408 2.52627 -1.07601 0.0037
P 1.20595 -0.65058 -3.04492 -0.0025
C 1.28373 -2.40895 -3.16506 -0.0014
C 2.58414 0.38614 -2.53993 -0.0005
P -2.01837 2.42251 0.52732 0.0003
C -0.37577 -0.64735 -2.04001 -0.0239
C -1.42837 4.04779 1.05224 -0.0015
C -3.78861 2.26444 0.97987 -0.0002
H 1.02693 -2.88000 -2.20941 0.0001
H 2.28639 -2.68489 -3.50282 -0.0003
H 0.53676 -2.65056 -3.91943 -0.0002
H 2.32517 1.45242 -2.52173 0.0001
H 3.38385 0.22094 -3.28129 -0.0001
H 2.99202 0.13287 -1.54942 0.0005
H -4.43492 2.21456 0.08947 0.0000
H -4.10560 3.12263 1.60256 0.0000
H -3.89707 1.33392 1.57419 -0.0001
H -0.72269 -1.37242 -1.26439 0.0030
H 0.00872 1.04101 -1.98913 0.0042
H -1.56959 4.14548 2.13987 0.0000
H -1.97914 4.84694 0.55379 -0.0003
H -0.35923 4.14541 0.84560 -0.0001
C -0.69245 -3.93586 0.58077 -0.0081
C -1.54050 -2.99267 1.43528 -0.0389
C -1.36839 -3.39196 2.90859 -0.0037
C -1.37839 -1.48442 1.13832 -0.2923
H 0.38572 -3.75591 0.69755 -0.0001
H -0.94407 -3.85163 -0.48209 0.0001
H -0.88466 -4.97562 0.89451 0.0002
H -2.59834 -3.21609 1.19095 -0.0090
H -0.33299 -3.29186 3.25318 -0.0001
H -2.01124 -2.80915 3.57408 0.0002
H -1.62932 -4.45302 3.04267 -0.0013
H -1.43689 -0.94907 2.10117 -0.0082
H -2.23184 -1.15268 0.49603 -0.0092

---

Record 2
61
Properties=species:S:1:pos:R:3:nbo_charge:R:1 method="wB97M-V/def2-TZVPD" homo_lumo_gap_ev=9.926 e_above_lowest_ev=0.0405 total_charge=0 lumo_energy_ev=0.825
C -4.69440 -1.58119 1.72523 -0.6694
C -3.30183 -1.07243 1.47874 0.0542
C -2.38824 -1.76429 0.80775 -0.2374
C -2.57532 -3.10680 0.16384 -0.0943
O -2.21583 -3.10556 -1.20311 -0.7125
H -1.30788 -2.78986 -1.28695 0.4629
H -3.62029 -3.41656 0.18445 0.1837
H -1.97809 -3.86007 0.70652 0.1622
H -1.39853 -1.34232 0.67846 0.1862
C -2.98900 0.29115 2.02874 -0.4301
H -3.25973 0.32118 3.08797 0.2093
H -1.91814 0.48423 1.95304 0.2049
C -3.76332 1.39662 1.29631 -0.3883
C -3.39894 1.51008 -0.18509 -0.4055
H -4.17041 2.09255 -0.69508 0.2019
H -3.40896 0.50725 -0.61493 0.2126
C -2.04119 2.16977 -0.45750 -0.2188
C -2.12384 3.68336 -0.26451 -0.6002
H -2.48434 3.93425 0.72999 0.2031
H -2.80259 4.12016 -0.99455 0.2012
H -1.14419 4.13931 -0.39248 0.2063
C -1.56784 1.85536 -1.88449 -0.3877
C -0.95537 0.46125 -2.04573 -0.3972
C 0.47605 0.40435 -1.50994 -0.3960
H 0.49645 0.87163 -0.52440 0.1973
H 1.12415 0.99280 -2.16459 0.1954
C 1.05146 -1.01090 -1.38673 -0.1921
C 1.07280 -1.72613 -2.73725 -0.6169
H 1.66601 -1.16014 -3.45244 0.2053
H 1.51445 -2.71587 -2.63707 0.2081
H 0.06970 -1.84305 -3.13903 0.2097
C 2.46875 -0.97791 -0.79776 -0.3875
C 2.51437 -0.55303 0.66937 -0.3995
H 2.22285 0.49247 0.76905 0.1972
C 3.88801 -0.75800 1.31051 -0.3844
H 4.14322 -1.81968 1.25678 0.1966
C 5.03209 0.04661 0.68265 -0.2170
C 6.34004 -0.28948 1.39792 -0.5969
H 7.17340 0.24041 0.94196 0.2053
H 6.28377 -0.00170 2.44592 0.1993
H 6.54440 -1.35672 1.34653 0.2057
C 4.77624 1.55029 0.74928 -0.6091
H 3.92081 1.83197 0.14114 0.2052
H 4.58832 1.85765 1.77618 0.2009
H 5.64314 2.09575 0.38243 0.2086
H 5.13500 -0.24512 -0.36741 0.1926
H 3.81842 -0.49138 2.36864 0.1982
H 1.78897 -1.14926 1.23075 0.1996
H 2.90171 -1.97852 -0.87787 0.1967
H 3.08130 -0.30409 -1.39903 0.1956
H 0.41849 -1.58482 -0.69832 0.1730
H -1.57638 -0.27087 -1.52807 0.2024
H -0.95583 0.20286 -3.10569 0.2029
H -0.82362 2.59552 -2.18848 0.1963
H -2.42067 1.95566 -2.55978 0.2025
H -1.30790 1.77479 0.25121 0.1896
H -4.83230 1.18939 1.37540 0.2011
H -3.57774 2.34659 1.80059 0.2024
H -4.66913 -2.56400 2.19250 0.2238
H -5.23939 -0.90673 2.38014 0.2147
H -5.24312 -1.66876 0.78829 0.2259

---

Record 3
20
Properties=species:S:1:pos:R:3:nbo_charge:R:1 method="wB97M-V/def2-TZVPD" homo_lumo_gap_ev="7.639 / 7.638" e_above_lowest_ev=1.5897 total_charge=+2 lumo_energy_ev="-9.879 / -9.879"
C -2.58029 -1.57373 0.48581 -0.2779
C -1.78613 -0.50441 1.09165 0.0746
C -2.09685 -2.24209 -0.59032 0.0532
C 0.97298 -0.18848 -0.97607 0.2458
C -0.58529 -0.13267 0.48617 0.1739
C -0.88723 -1.76808 -1.29334 -0.3140
N 1.20379 0.88301 -0.11479 -0.2673
N -0.16817 -0.76735 -0.66278 -0.2565
N 0.34856 0.86601 0.79872 -0.1146
N 2.88409 3.06645 0.83241 -0.8964
H -3.54660 -1.81152 1.07684 0.2952
H -2.23181 -0.14573 2.03355 0.2940
H -2.57516 -3.09686 -0.83995 0.2581
H 1.68892 -0.33443 -1.69608 0.2542
H -0.37636 -2.64977 -1.52187 0.2953
H -1.38036 -1.46590 -2.35835 0.3260
H 3.43040 2.26006 1.08879 0.4517
H 3.31387 3.78907 0.26317 0.4752
H 2.28935 3.26677 1.63188 0.4601
H 2.08227 2.54964 0.26457 0.4692

---

Record 4
69
Properties=species:S:1:pos:R:3:nbo_charge:R:1 method="wB97M-V/def2-TZVPD" homo_lumo_gap_ev=7.808 total_charge=0 lumo_energy_ev=-1.298 smiles="CCCCCCCCCCCc1ccc2c(c1)C(=O)c1cccc(C(F)(F)C(F)(F)C(F)(F)C(F)(F)F)c1C2=O"
C -0.14386 2.90904 3.45346 -0.6400
C -0.09574 3.78354 2.10385 -0.4186
C 1.38067 4.10842 1.56417 -0.3972
C 2.38360 2.82670 1.58076 -0.4168
C 1.71886 1.47986 1.02223 -0.4113
C 2.60370 0.15190 1.21227 -0.4115
C 3.11575 -0.12023 2.71129 -0.4148
C 2.44419 -1.39146 3.42878 -0.3973
C 2.61834 -2.77983 2.64415 -0.4199
C 1.50509 -3.81140 3.24348 -0.3951
C 0.83992 -4.70789 2.07048 -0.4410
C -0.08278 -3.83045 1.07553 0.0003
C -0.02243 -4.17972 -0.44189 -0.2073
C -0.87188 -3.43295 -1.54224 -0.1769
C -1.79875 -2.31131 -1.02726 -0.1060
C -1.89439 -1.92818 0.50358 -0.1158
C -1.04143 -2.68921 1.58149 -0.1961
C -2.88651 -0.72626 0.94076 0.5473
O -3.57270 -0.72834 1.98815 -0.5051
C -2.89284 0.49855 -0.12073 -0.1027
C -2.93798 1.95522 0.39463 -0.1638
C -2.91782 3.08591 -0.68750 -0.2107
C -2.81939 2.69969 -2.17780 -0.1595
C -2.74332 1.21396 -2.70897 -0.1097
C -2.59723 0.99653 -4.25636 0.6518
F -2.89309 -0.27223 -4.78422 -0.3048
F -3.51920 1.92080 -4.89267 -0.3356
C -1.14205 1.41074 -4.87235 0.5962
F -1.41921 1.76891 -6.24275 -0.3140
F -0.59417 2.57235 -4.27715 -0.3035
C -0.04444 0.24352 -4.75480 0.5706
F -0.27751 -0.65334 -3.67680 -0.2972
F 1.20358 0.89752 -4.44381 -0.3094
C 0.23770 -0.54794 -6.13783 0.9361
F 1.04460 0.16280 -7.04324 -0.2936
F 0.95494 -1.73853 -5.76952 -0.3231
F -0.92805 -0.98945 -6.79241 -0.2998
C -2.81145 0.10451 -1.64835 -0.0611
C -2.79629 -1.44201 -1.96475 0.5334
O -3.51297 -2.09785 -2.74899 -0.4785
H 0.76036 3.05700 4.14364 0.2124
H -1.06852 3.24821 4.04303 0.2147
H -0.25387 1.78258 3.28719 0.2110
H -0.62803 3.15943 1.28536 0.2015
H -0.71022 4.74758 2.21577 0.2093
H 1.33362 4.58276 0.51302 0.2078
H 1.84120 4.87217 2.30172 0.2013
H 3.25693 3.10730 0.88716 0.2124
H 2.79576 2.76039 2.64257 0.2030
H 0.66906 1.25979 1.41587 0.2016
H 1.60213 1.62972 -0.12229 0.2087
H 3.48153 0.18364 0.47180 0.2076
H 1.93730 -0.73248 0.86953 0.2116
H 4.26090 -0.29313 2.66906 0.2056
H 2.96121 0.77526 3.42123 0.2091
H 2.92127 -1.53112 4.47401 0.2120
H 1.32480 -1.20296 3.55724 0.1953
H 2.39384 -2.71312 1.52088 0.2082
H 3.64309 -3.27100 2.75846 0.2113
H 2.07462 -4.55248 3.92756 0.2154
H 0.67363 -3.25206 3.78927 0.2012
H 0.25505 -5.61114 2.48902 0.2336
H 1.72458 -5.11951 1.45514 0.2161
H 0.65604 -5.04147 -0.79420 0.2316
H -0.83215 -3.72724 -2.63893 0.2516
H -1.12439 -2.43284 2.69460 0.2473
H -2.99354 2.19537 1.50761 0.2605
H -2.95122 4.17657 -0.32558 0.2493
H -2.79841 3.53090 -2.96645 0.2506

---

Total energy (a.u.)
-2626.05320; -861.29019; -452.94511; -2171.30846